This record from the OMol25 dataset describes C34H36CrN12O5S as an isolated structure. The level of theory is ωB97M-V/def2-TZVPD.

Positions of all 89 atoms, in Å:
1 Cr 0.455 0.054 0.619
2 O 1.173 3.368 -1.684
3 C 0.724 2.381 -0.963
4 O 1.485 1.531 -0.455
5 C -0.730 2.205 -0.853
6 C -1.725 2.971 -1.405
7 C -3.066 2.586 -1.157
8 C -3.350 1.466 -0.414
9 C -2.288 0.690 0.094
10 N -1.001 1.104 -0.133
11 C -2.291 -0.544 0.800
12 O -3.393 -1.143 1.247
13 O -1.184 -1.119 1.056
14 H 2.143 3.386 -1.673
15 H -1.493 3.839 -2.004
16 H -3.870 3.176 -1.575
17 H -4.377 1.181 -0.228
18 H -4.199 -0.781 0.862
19 C 5.111 -0.125 3.491
20 N 3.926 -0.574 2.769
21 C 3.159 0.095 1.913
22 N 2.183 -0.705 1.490
23 C 2.407 -1.879 2.151
24 N 3.455 -1.824 2.925
25 C 5.975 0.824 2.689
26 C 6.722 1.802 3.336
27 C 7.519 2.673 2.606
28 C 7.555 2.606 1.224
29 C 6.825 1.615 0.573
30 C 6.061 0.714 1.310
31 C 6.806 1.527 -0.876
32 N 7.474 2.216 -1.746
33 N 7.074 1.810 -2.978
34 C 6.176 0.892 -2.810
35 O 5.955 0.664 -1.490
36 C 5.415 0.168 -3.813
37 C 5.663 0.353 -5.171
38 C 4.895 -0.336 -6.092
39 C 3.895 -1.207 -5.675
40 C 3.662 -1.412 -4.321
41 C 2.609 -2.400 -3.858
42 N 1.672 -1.816 -2.905
43 C 1.831 -1.526 -1.617
44 N 0.733 -0.927 -1.165
45 C -0.088 -0.887 -2.255
46 N 0.459 -1.413 -3.315
47 C 4.425 -0.717 -3.396
48 H 5.668 -1.024 3.757
49 H 4.799 0.358 4.418
50 H 3.307 1.119 1.611
51 H 1.788 -2.753 2.037
52 H 6.686 1.882 4.415
53 H 8.103 3.421 3.124
54 H 8.142 3.303 0.642
55 H 5.539 -0.075 0.784
56 H 6.450 1.028 -5.477
57 H 5.075 -0.198 -7.149
58 H 3.304 -1.732 -6.414
59 H 3.085 -3.268 -3.401
60 H 2.011 -2.728 -4.704
61 H 2.699 -1.760 -1.028
62 H -1.083 -0.480 -2.250
63 H 4.272 -0.847 -2.334
64 C -2.548 4.384 3.558
65 N -1.409 3.741 2.924
66 C -0.479 4.372 2.204
67 N -0.643 5.665 1.918
68 S 0.879 3.533 1.637
69 H -3.083 3.649 4.152
70 H -3.241 4.790 2.818
71 H -2.216 5.190 4.216
72 H -1.262 2.758 3.055
73 H -1.396 6.218 2.296
74 H 0.089 6.137 1.417
75 C -0.123 -1.495 5.158
76 C -0.487 -0.008 4.979
77 C -1.978 0.199 5.282
78 C 0.379 0.888 5.882
79 C -0.193 0.330 3.595
80 N 0.078 0.577 2.508
81 H -0.312 -1.781 6.192
82 H 0.930 -1.676 4.938
83 H -0.735 -2.125 4.512
84 H -2.171 -0.130 6.302
85 H -2.604 -0.387 4.610
86 H -2.258 1.251 5.205
87 H 0.176 0.650 6.925
88 H 0.147 1.941 5.720
89 H 1.440 0.730 5.691

Spin multiplicity: 5
Kohn-Sham gap (spin up / spin down), eV: 5.85 / 6.50
Net charge: +2
HOMO (spin up / spin down), eV: -11.583 / -12.689
DFT total energy, a.u.: -3792.81517
LUMO level (spin up / spin down), eV: -5.73 / -6.19